1.
C23H30N4O6 | the ωB97M-V functional and the def2-TZVPD basis

Calculated values
* HOMO level: -7.47 eV
* molecular weight: 458.51 u
* LUMO energy: 0.5855 eV
* structure (SMILES): CCOc1ccccc1N(CC(=O)NC[C@H]1CCCO1)C(=O)CCC(=O)Nc1cc(C)on1
* electronic energy: -1564.08085 a.u.
* total charge: 0

Atoms and positions in Å:
C (-0.73639, 3.60107, 0.22468)
C (-0.05701, 2.29689, -0.36950)
O (-0.99371, 1.13989, -0.41676)
C (-1.76737, 1.09731, -1.39954)
C (-1.67109, 1.80120, -2.61483)
C (-2.64762, 1.82844, -3.43530)
C (-3.56716, 0.97022, -3.29015)
C (-3.73406, -0.13378, -2.17296)
C (-2.74005, 0.02677, -1.16828)
N (-2.75308, -0.73197, -0.13509)
C (-2.60671, -2.12299, -0.32311)
C (-0.98474, -2.47447, -0.29749)
O (-0.72810, -3.02894, 0.76901)
N (-0.41649, -2.24121, -1.41254)
C (1.03499, -2.10850, -1.42295)
C (1.66891, -0.48306, -1.32033)
C (3.28568, -0.63205, -1.73355)
C (3.38028, 0.46065, -2.88929)
C (1.96799, 0.15691, -3.54135)
O (0.99515, -0.02911, -2.60377)
C (-2.90074, -0.17629, 1.34266)
O (-2.96959, 0.89870, 1.44557)
C (-2.54189, -1.22201, 2.19285)
C (-2.24747, -0.48810, 3.59144)
C (-0.68632, -0.26240, 3.88738)
O (-0.15342, -0.64375, 4.75586)
N (0.02880, 0.09361, 2.74390)
C (1.17408, -0.10171, 2.62477)
C (2.18617, -0.50930, 3.66846)
C (3.48087, -0.26325, 3.13329)
C (4.71453, -0.96712, 3.45031)
O (3.30506, 0.07221, 1.76804)
N (1.93166, 0.49087, 1.63177)
H (-1.40026, 3.80451, -0.60531)
H (-0.01905, 4.39552, 0.45882)
H (-1.31228, 3.19624, 1.10036)
H (0.70408, 1.98359, 0.52146)
H (0.46266, 2.77582, -1.27826)
H (-0.97730, 2.73826, -2.51713)
H (-2.68670, 2.36111, -4.32329)
H (-4.58427, 0.90531, -3.98588)
H (-4.51644, -0.61967, -2.16792)
H (-2.83783, -2.39553, -1.39424)
H (-3.06312, -2.63811, 0.31830)
H (-0.83253, -1.19578, -1.97884)
H (1.31713, -2.58902, -2.19683)
H (1.44580, -2.47990, -0.68082)
H (1.41239, -0.15578, -0.54475)
H (3.66203, -0.49775, -0.64126)
H (3.45140, -1.61636, -2.18272)
H (4.26388, 0.29658, -3.55475)
H (3.22996, 1.31663, -2.42697)
H (1.82283, 1.18570, -3.97218)
H (2.08029, -0.63116, -4.26834)
H (-2.00903, -1.87696, 2.18973)
H (-3.60223, -1.71982, 2.48239)
H (-2.71384, -0.71829, 4.45925)
H (-2.69058, 0.61975, 3.57349)
H (-0.43557, 0.46376, 1.97066)
H (2.06145, -0.80633, 4.64807)
H (5.19897, -1.47794, 2.66992)
H (4.98291, -1.07174, 4.26485)
H (5.33407, 0.13265, 3.37901)

---

2.
C4H15PSi2 | the ωB97M-V functional and the def2-TZVPD basis

Calculated values
* HOMO level: -8.13 eV
* molecular weight: 150.31 u
* LUMO energy: 0.2511 eV
* structure (SMILES): C[SiH](C)P.C=[SiH]C
* electronic energy: -1081.58737 a.u.
* relative energy (zero: lowest compared OMol25 entry of this formula, charge and spin): 60.57 kcal/mol
* total charge: 0

Atoms and positions in Å:
C (-3.00266, 1.16154, -0.23861)
Si (-1.80940, -0.33170, -0.16342)
C (-2.58218, -2.07645, -0.29103)
P (-0.48342, -0.19421, 1.65624)
H (-2.69195, 1.95947, 0.48246)
H (-3.05731, 1.59208, -1.28131)
H (-3.99714, 0.72695, -0.04863)
H (-0.79881, 0.14996, -1.10699)
H (-3.22256, -1.95240, -1.15397)
H (-1.81438, -2.96579, -0.35352)
H (-3.26131, -2.23793, 0.65876)
H (0.60854, -0.50836, 0.95995)
H (-0.45471, -1.53122, 1.94389)
C (2.40563, -0.35742, -1.69965)
Si (3.35815, -0.33761, -0.17225)
C (4.40340, 1.05895, 0.66499)
H (1.71087, 0.51004, -2.03378)
H (2.00532, -1.39217, -1.99814)
H (3.64447, -1.16537, 0.97931)
H (5.18464, 0.57809, 1.19839)
H (4.76815, 1.82169, -0.07550)
H (3.85784, 1.60834, 1.53203)

---

3.
C4H7NO | the ωB97M-V functional and the def2-TZVPD basis

Calculated values
* HOMO level: -8.42 eV
* molecular weight: 85.11 u
* LUMO energy: 0.9588 eV
* electronic energy: -286.44649 a.u.
* relative energy (zero: lowest compared OMol25 entry of this formula, charge and spin): 116.19 kcal/mol
* total charge: 0

Atoms and positions in Å:
O (1.16884, 1.91703, 0.46023)
C (1.72723, 0.91071, 0.08977)
C (1.04354, -0.42323, -0.07077)
C (-0.21102, -0.60624, 0.77098)
C (-1.49075, 0.18243, -0.22904)
N (-1.21414, -1.24153, -0.03457)
H (2.79841, 0.93856, -0.19863)
H (1.73116, -1.20990, 0.26910)
H (0.90597, -0.60266, -1.15259)
H (-0.84195, 0.71483, 0.61892)
H (-1.20228, 0.56027, -1.20719)
H (-2.48461, 0.47865, 0.10286)
H (-1.93040, -1.61893, 0.58092)

---

4.
C37H41N2O6 | the ωB97M-V functional and the def2-TZVPD basis

Calculated values
* HOMO level: -10.18 eV
* molecular weight: 609.74 u
* LUMO energy: -2.1771 eV
* structure (SMILES): COc1cc2c3cc1Oc1c(OC)c(OC)cc4c1[C@@H](Cc1ccc(O)c(c1)Oc1ccc(cc1)C[C@@H]3N(C)CC2)[N@H+](C)CC4
* electronic energy: -1995.23348 a.u.
* total charge: +1

Atoms and positions in Å:
C (-3.48304, 0.37598, 1.34817)
O (-2.26822, 0.18727, 0.66128)
C (-1.30970, 1.16488, 0.76057)
C (-1.42464, 2.32737, 1.49953)
C (-0.38524, 3.25311, 1.56162)
C (0.81676, 2.98191, 0.92084)
C (0.91850, 1.83925, 0.13427)
C (-0.13680, 0.96001, 0.01688)
O (0.00477, -0.15595, -0.79793)
C (-1.01580, -0.49171, -1.64056)
C (-1.83173, 0.45971, -2.27060)
O (-1.51452, 1.75858, -2.02961)
C (-2.50101, 2.77101, -2.06885)
C (-2.85376, 0.01269, -3.13384)
O (-3.62790, 0.96183, -3.71986)
C (-4.66788, 0.56619, -4.58595)
C (-2.99785, -1.34750, -3.37937)
C (-2.15699, -2.27540, -2.78910)
C (-1.17231, -1.85518, -1.91333)
C (-0.25779, -2.80505, -1.18686)
C (-0.67092, -2.94411, 0.29132)
C (0.48221, -3.42464, 1.12906)
C (0.55458, -4.70671, 1.65188)
C (1.67472, -5.11273, 2.36038)
C (2.73881, -4.24528, 2.55737)
O (3.83079, -4.65814, 3.23123)
C (2.65868, -2.93759, 2.04353)
C (1.54142, -2.54618, 1.33064)
O (3.75044, -2.13459, 2.24357)
C (3.55287, -0.76269, 2.20161)
C (4.42687, 0.01211, 1.45497)
C (4.26275, 1.38574, 1.42110)
C (3.23503, 2.00007, 2.12384)
C (2.37939, 1.20671, 2.88155)
C (2.53052, -0.16320, 2.92626)
C (3.02903, 3.48202, 2.08564)
C (1.98832, 3.93362, 1.02275)
N (1.57883, 5.30039, 1.30454)
C (1.09224, 5.98439, 0.12430)
C (0.66706, 5.37864, 2.42803)
C (-0.62495, 4.56796, 2.25023)
N (-0.19601, -4.18243, -1.79743)
C (1.17269, -4.72434, -1.77492)
C (-0.78206, -4.26493, -3.15519)
C (-2.20988, -3.73743, -3.13439)
H (-3.32560, 0.44004, 2.42872)
H (-4.08677, -0.50152, 1.12197)
H (-4.00537, 1.27287, 1.00282)
H (-2.33552, 2.54599, 2.03504)
H (1.82035, 1.64098, -0.42358)
H (-2.06365, 3.60940, -1.52693)
H (-2.72693, 3.07242, -3.09244)
H (-3.42024, 2.45528, -1.57237)
H (-5.14860, 1.49108, -4.89927)
H (-4.28054, 0.04609, -5.46669)
H (-5.39945, -0.06570, -4.07422)
H (-3.75572, -1.69708, -4.05995)
H (0.74977, -2.38049, -1.22193)
H (-0.98420, -1.95910, 0.63951)
H (-1.53461, -3.60822, 0.37822)
H (-0.26815, -5.39639, 1.52810)
H (1.73987, -6.10390, 2.77755)
H (4.45251, -3.91963, 3.30730)
H (1.48651, -1.54328, 0.93350)
H (5.22802, -0.46609, 0.91290)
H (4.94599, 1.98606, 0.83904)
H (1.58593, 1.66906, 3.44917)
H (1.86577, -0.77173, 3.52200)
H (2.69129, 3.80663, 3.06820)
H (3.96501, 3.99583, 1.86804)
H (2.50119, 3.93840, 0.05474)
H (0.79815, 6.99556, 0.39960)
H (0.23811, 5.48472, -0.35524)
H (1.90184, 6.05040, -0.60199)
H (1.19243, 5.02572, 3.31767)
H (0.42492, 6.43046, 2.59334)
H (-1.33444, 5.13766, 1.64108)
H (-1.09525, 4.40845, 3.22260)
H (-0.77275, -4.77336, -1.18726)
H (1.17356, -5.75548, -2.12482)
H (1.81051, -4.13060, -2.42701)
H (1.56633, -4.69318, -0.75994)
H (-0.74613, -5.30510, -3.48567)
H (-0.17536, -3.65508, -3.82775)
H (-2.81114, -4.29439, -2.40943)
H (-2.66592, -3.87846, -4.11376)

---

5.
C24H43FHoP2 | the ωB97M-V functional and the def2-TZVPD basis

Calculated values
* HOMO level (spin up / spin down): -10.43 / -10.43 eV
* molecular weight: 577.48 u
* expectation value of S²: 6.0054
* LUMO energy (spin up / spin down): -3.7964 / -3.6842 eV
* 2S+1: 5
* electronic energy: -2670.58738 a.u.
* total charge: +1

Atoms and positions in Å:
Ho (-0.83629, 1.29412, 0.58426)
C (-0.44091, 0.39474, 3.01572)
C (0.83148, 0.97397, 2.60361)
C (-0.63733, 2.70056, 3.01233)
C (-1.29942, 1.48469, 3.33852)
C (0.65425, 2.39185, 2.51614)
C (-0.67667, -1.01940, 3.40312)
H (-0.80595, -1.71423, 2.57384)
H (-1.59358, -1.15128, 3.99303)
H (0.16397, -1.39156, 4.00087)
C (-2.45493, 1.41092, 4.26010)
H (-2.48724, 0.47072, 4.82907)
H (-3.42590, 1.54107, 3.76771)
H (-2.39437, 2.19121, 5.01931)
C (-1.10774, 4.04679, 3.40168)
H (-1.32395, 4.11677, 4.47703)
H (-1.99438, 4.37925, 2.84884)
H (-0.32136, 4.78601, 3.21314)
C (1.69444, 3.42238, 2.33131)
H (1.97063, 3.93983, 3.24462)
H (1.35065, 4.16310, 1.58574)
H (2.62713, 3.02253, 1.93261)
C (2.18257, 0.37484, 2.49097)
H (2.94273, 1.14142, 2.72223)
H (2.42013, 0.03337, 1.48269)
H (2.33261, -0.46981, 3.17465)
C (0.19342, -3.57786, 1.34847)
C (1.33277, -3.37142, 2.07350)
C (2.72947, -3.37017, 1.54824)
C (2.86100, -3.47355, 0.00540)
C (2.70883, -2.19527, -0.77683)
C (1.69040, -1.33568, -0.70820)
C (0.43001, -1.42912, 0.13455)
C (-0.31343, -2.76824, 0.18799)
H (3.19221, -4.24306, 2.05332)
H (2.22732, -4.28701, -0.38827)
H (3.25430, -2.48442, 1.98727)
H (-0.27090, -3.28959, -0.79747)
H (-0.31792, -4.55407, 1.45973)
H (1.27527, -3.29531, 3.15210)
H (-1.37970, -2.58427, 0.36993)
H (0.69344, -1.19171, 1.16128)
H (1.84137, -0.32123, -1.10561)
H (-0.32650, -0.66830, -0.23939)
H (3.87904, -3.82872, -0.15097)
H (3.60452, -1.94354, -1.38693)
P (-0.81907, -0.84983, -2.78517)
P (-1.11257, 2.03787, -3.07628)
C (-1.20904, -0.34079, -4.55771)
C (-1.73501, 1.06509, -4.60585)
H (-1.93088, -1.05445, -4.95818)
H (-0.29018, -0.44148, -5.13949)
H (-1.41594, 1.57640, -5.52038)
H (-2.83473, 1.07299, -4.57907)
C (-1.60239, 3.64337, -3.82129)
H (-1.10774, 4.44571, -3.26418)
H (-2.68691, 3.77168, -3.77662)
H (-1.28358, 3.70019, -4.86762)
C (0.61529, 2.18536, -3.70962)
H (0.63355, 2.32052, -4.79343)
H (1.26966, 1.35301, -3.43739)
H (1.01066, 3.09916, -3.25435)
C (-2.40490, -1.76417, -2.57403)
H (-2.47522, -2.19185, -1.55829)
H (-2.37481, -2.58740, -3.31246)
H (-3.28566, -1.13170, -2.76971)
C (0.12664, -2.34366, -3.34263)
H (0.24737, -2.37096, -4.43618)
H (-0.48518, -3.20946, -3.05786)
H (1.11388, -2.41268, -2.84643)
F (-2.63878, 2.10578, 0.29300)